# 1
# C5H10FNS

An isolated molecule of C5H10FNS at a distorted geometry (wB97M-V/def2-TZVPD, the Open Molecules 2025 dataset).

ORCA input file:
```
! wB97M-V def2-TZVPD RIJCOSX def2/J DEFGRID3
* xyz 0 1
C -2.059 -0.230 -0.425
N -1.211 -0.004 0.713
C 0.255 0.428 0.626
C 0.465 1.635 -0.358
F 1.628 2.286 0.024
C 1.121 -0.709 0.816
C 1.487 -1.734 -0.355
S 2.742 -0.146 0.018
H -1.753 0.126 -1.537
H -1.877 -1.433 -0.784
H -3.117 -0.314 -0.108
H -1.815 0.669 1.413
H 0.279 0.992 1.484
H -0.475 2.387 -0.272
H 0.574 1.397 -1.422
H 1.099 -1.024 1.861
H 0.831 -1.518 -1.388
H 1.823 -2.807 -0.305
*
```

Results
Energy above the lowest of the compared OMol25 structures with the same formula, charge and spin: 4.4240 eV
Calculated total energy: -749.14803 hartree
Gap between HOMO and LUMO: 0.34461 Ha
SMILES: CN[C@H](CF)[C@H]1CS1
HOMO energy: -8.66 eV

Löwdin population analysis, charges in e, atoms 1 to 5:
1 C -0.212
2 N -0.126
3 C -0.423
4 C -0.209
5 F -0.129

# 2
# C5H10FOP

An isolated molecule of C5H10FOP at a distorted geometry (wB97M-V/def2-TZVPD, the Open Molecules 2025 dataset).

ORCA input file:
```
! wB97M-V def2-TZVPD RIJCOSX def2/J DEFGRID3
* xyz 0 1
C -0.882 0.983 -1.355
C -0.400 0.292 -0.312
O -1.123 -0.570 0.449
C -2.469 -0.799 0.162
C 1.033 0.279 0.127
C 1.366 0.606 1.515
F 1.723 1.350 -0.669
P 1.723 -1.348 -0.344
H -1.867 0.912 -1.722
H -0.170 1.468 -2.007
H -2.574 -1.812 0.563
H -2.691 -0.896 -0.930
H -3.283 -0.193 0.449
H 2.525 0.516 1.706
H 1.057 1.610 1.794
H 1.114 -0.118 2.262
H 3.020 -1.234 -0.015
H 1.899 -1.046 -1.673
*
```

Results
Energy above the lowest of the compared OMol25 structures with the same formula, charge and spin: 2.7514 eV
Calculated total energy: -712.88132 hartree
Gap between HOMO and LUMO: 0.36580 Ha
SMILES: C=C(OC)[C@](C)(F)P
HOMO energy: -9.04 eV

Löwdin population analysis, charges in e, atoms 1 to 5:
1 C 0.093
2 C -0.394
3 O -0.114
4 C -0.094
5 C -0.678

# 3
# C5H10FOP

A cluster of 2 separate species, C5H10FOP in total at a distorted geometry (wB97M-V/def2-TZVPD, the Open Molecules 2025 dataset).

ORCA input file:
```
! wB97M-V def2-TZVPD RIJCOSX def2/J DEFGRID3
* xyz 0 1
C 1.189 1.426 0.874
C 0.638 0.279 0.564
C -1.880 1.009 -0.787
C 2.452 -1.181 0.519
C -1.454 0.109 0.334
O 1.067 -0.957 0.332
F -1.970 0.494 1.532
P -1.444 -1.724 0.137
H 2.256 1.546 0.995
H 0.589 2.303 1.024
H -1.236 0.856 -1.650
H -2.913 0.784 -1.071
H -1.824 2.050 -0.471
H 3.033 -0.581 -0.189
H 2.627 -2.239 0.338
H 2.750 -0.922 1.539
H -0.979 -1.661 -1.173
H -2.775 -1.805 -0.305
*
```

Results
Energy above the lowest of the compared OMol25 structures with the same formula, charge and spin: 3.9203 eV
Calculated total energy: -712.83837 hartree
Gap between HOMO and LUMO: 0.36716 Ha
HOMO energy: -9.10 eV

Löwdin population analysis, charges in e, atoms 1 to 5:
1 C 0.018
2 C -0.268
3 C -0.098
4 C -0.069
5 C -0.630

# 4
# C5H10IN

A cluster of 2 separate species, C5H10IN in total at a distorted geometry (wB97M-V/def2-TZVPD, the Open Molecules 2025 dataset).

ORCA input file:
```
! wB97M-V def2-TZVPD RIJCOSX def2/J DEFGRID3
* xyz 0 3
C -3.100 0.511 -1.493
C 2.382 -0.338 0.435
C 0.781 1.521 -0.308
C 0.859 0.048 0.012
C 0.495 -0.794 -1.195
N -2.826 1.085 -0.477
I -1.024 -2.108 -1.359
H -3.149 -0.667 -1.393
H -3.388 1.003 -2.520
H 2.541 0.052 1.373
H 2.545 -1.406 0.366
H 3.037 0.077 -0.239
H 1.385 2.176 0.378
H 1.123 1.939 -1.224
H -0.265 1.933 -0.251
H 0.136 -0.120 0.881
H 1.010 -0.583 -2.153
*
```

Results
Energy above the lowest of the compared OMol25 structures with the same formula, charge and spin: 0.0000 eV
Calculated total energy: -548.77910 hartree
Gap between HOMO and LUMO (spin up / spin down): 0.29592 / 0.33904 Ha
Expectation value of S²: 2.016
HOMO energy (spin up / spin down): -7.58 / -9.71 eV

Löwdin population analysis, charges in e, atoms 1 to 5:
1 C -0.308
2 C -0.043
3 C -0.129
4 C -0.490
5 C -0.673